Entry from the OMol25 dataset: a cluster of 2 separate species, C3H6N5 in total at a distorted geometry (ωB97M-V/def2-TZVPD).

Computed properties:
HOMO: -13.82 eV
Kohn-Sham gap: 9.774 eV
Calculated total energy: -10652.108 eV
Net charge: +1
E_LUMO: -4.050 eV
Energy relative to the best compared isomer or geometry (same formula, charge and spin): 4.1 kcal/mol

Last column: Mulliken charge in e.
CARTESIAN COORDINATES (ANGSTROEM)
C -0.745 1.769 -0.262  0.158
C 0.396 -0.465 -0.090  0.945
C -0.316 0.580 -0.669  -0.559
N -1.050 2.901 -0.150  -0.287
N -3.957 -0.523 0.275  -0.237
N -2.916 -0.168 0.268  0.242
N 0.623 -1.528 -0.813  -0.447
N 0.801 -0.528 1.135  -0.399
H -0.518 0.312 -1.756  0.237
H -1.803 3.312 0.421  0.345
H 0.386 -1.492 -1.820  0.229
H 1.407 -2.163 -0.620  0.247
H 0.564 0.279 1.780  0.264
H 0.973 -1.479 1.453  0.263

Force components x, y, z for each atom (eV/Å):
C 0.47 -0.52 -0.49
C -0.38 0.72 -0.01
C -0.18 -0.29 -3.01
N -0.51 0.88 1.38
N 1.46 0.49 -0.05
N -1.91 -0.66 0.24
N 0.77 -1.98 -2.99
N -0.06 1.46 3.05
H -0.26 0.98 1.43
H 0.27 -0.16 -0.71
H 0.19 -0.13 1.14
H -0.70 0.48 0.15
H 0.66 -1.96 -0.86
H 0.18 0.71 0.73